Model 1:
C4H10N3O | ωB97M-V/def2-TZVPD

Values from the calculation:
Net charge: +1
HOMO level (spin up / spin down): -0.48196 / -0.51660 hartree
Gap between HOMO and LUMO (spin up / spin down): 6.8 / 9.3 eV

Positions of all 18 atoms, in Å:
C: 1.9122 -1.1905 0.9149
H: -2.0764 -0.5104 -1.6026
C: 0.6070 -1.6655 0.3726
N: -1.1469 1.8037 0.2730
N: -2.2459 0.3464 -1.1823
H: 2.6328 -1.0023 -1.2727
H: 2.1447 0.6027 -0.5682
C: 1.9666 -0.5474 -0.5047
H: -3.0944 0.8236 -1.3761
H: 1.8493 -0.4763 1.6557
H: 2.6362 -1.9495 1.2045
O: -2.2444 2.6483 0.4735
H: 0.6160 -2.7429 0.1217
H: -0.4486 2.3895 0.5259
H: -0.2480 -1.4852 1.0032
N: 0.7042 -0.8880 -0.8697
C: -1.2393 0.8070 -0.5053
H: -2.3253 3.0367 1.3364

***

Model 2:
C4H10N3O | ωB97M-V/def2-TZVPD

Values from the calculation:
Net charge: +1
HOMO level (spin up / spin down): -0.49880 / -0.49882 hartree
Gap between HOMO and LUMO (spin up / spin down): 8.7 / 8.7 eV

Positions of all 18 atoms, in Å:
H: -0.9382 -2.8554 0.4549
C: 0.4289 0.9918 1.2853
O: 2.3638 -1.0608 -0.0123
C: -0.6493 -1.0015 -0.2036
H: 0.8029 -2.2817 0.1027
C: 0.3397 1.3764 -1.2068
N: 1.9580 0.0394 -0.1895
N: -1.8537 -0.6731 -0.1171
N: -0.2053 -2.1356 0.1704
H: -0.6224 1.1231 1.0729
H: -1.9868 0.1157 -0.6935
H: 0.9184 1.9029 1.4716
H: 0.5633 0.3863 2.1824
C: 0.7292 0.4757 -0.0881
H: -2.6273 -1.2789 0.1506
H: 0.3704 0.8624 -2.1004
H: 1.0554 2.1097 -1.1974
H: -0.6469 1.9034 -1.0822

***

Model 3:
C4H10N3O | ωB97M-V/def2-TZVPD

Values from the calculation:
Net charge: +1
HOMO level: -0.51820 hartree
Gap between HOMO and LUMO: 10.8 eV

Positions of all 18 atoms, in Å:
O: 0.9483 0.0936 1.5893
C: -1.6649 -1.3169 -0.2987
H: -1.0845 2.4934 0.9810
H: -2.0142 0.1738 -1.5587
H: -0.6225 -2.4196 1.2472
C: -0.1145 -0.2833 0.8682
H: -0.9059 2.3964 -0.7735
H: 1.5448 -0.4722 2.0576
C: -0.5222 2.0160 0.1105
H: 1.7596 -0.1514 -1.4733
H: 0.4328 2.3203 0.0564
N: -0.7188 0.5710 0.0038
H: -2.2671 -2.0073 -0.7209
N: -1.7117 -0.0519 -0.6244
N: 2.1596 -0.7072 -0.7337
C: -0.7902 -1.4770 0.7070
H: 2.9057 -1.1962 -1.1961
H: 2.6657 0.0186 -0.2417

***

Which structure is the least stable? The one labeled model 1.

***

Model 1:
CH4FNO2 | ωB97M-V/def2-TZVPD

Values from the calculation:
HOMO level: -0.39905 hartree
Gap between HOMO and LUMO: 11.6 eV

Positions of all 9 atoms, in Å:
H: 0.5885 1.4278 0.5528
O: 0.1690 -0.8731 -1.3846
N: -0.8276 -0.5730 0.7551
H: 0.0349 -0.1030 -1.8407
O: 0.6605 1.0731 -0.3671
H: 1.2172 -0.8103 0.2965
C: 0.3334 -0.3635 -0.1553
H: -1.7219 0.0618 0.2206
F: -0.4539 0.1600 1.9228

***

Model 2:
CH4FNO2 | ωB97M-V/def2-TZVPD

Values from the calculation:
HOMO level (spin up / spin down): -0.28554 / -0.31881 hartree
Gap between HOMO and LUMO (spin up / spin down): 7.5 / 8.8 eV

Positions of all 9 atoms, in Å:
O: 0.9961 1.1015 -0.5313
O: 0.1414 -0.9955 -1.1084
H: 1.7748 0.6843 -0.1876
F: -2.2411 -0.0418 -0.0124
H: 0.6300 -0.4383 1.6015
N: -1.2148 0.7518 -0.5193
H: -0.6046 -1.5907 -1.1372
H: -1.1111 1.5911 0.1821
C: -0.0036 0.1386 -0.4456

***

Model 3:
CH4FNO2 | ωB97M-V/def2-TZVPD

Values from the calculation:
HOMO level: -0.40680 hartree
Gap between HOMO and LUMO: 11.6 eV

Positions of all 9 atoms, in Å:
H: 1.2372 -0.6651 0.8796
H: -0.9903 -0.3573 -2.3966
H: 0.5110 -1.9835 0.1059
O: -0.5550 0.9725 -0.3396
F: -0.0235 2.1244 2.3431
C: -0.1761 -0.1803 -0.5250
O: -0.5030 -0.9241 -1.6855
N: 0.6284 -1.0255 0.2000
H: -0.1287 2.0389 1.4181

***

Which structure is the least stable? The one labeled model 2.

***

Model 1:
C4H13N2O2 | ωB97M-V/def2-TZVPD

Values from the calculation:
Net charge: +1
HOMO level: -0.52217 hartree
Gap between HOMO and LUMO: 11.3 eV

Positions of all 21 atoms, in Å:
O: 1.7298 2.2600 0.4590
H: 1.7536 -3.0966 0.2440
H: 0.9036 1.1379 -0.3185
C: 1.2796 -2.2987 -0.3105
O: -1.2228 1.5532 0.9332
H: 2.0690 3.0277 0.0133
H: -1.1693 -1.0757 -0.9486
H: 0.6845 -0.7841 1.2837
N: -3.0799 0.5070 0.6298
H: -3.6291 -0.2103 0.2528
H: 0.3269 -2.7473 -0.3771
C: 1.2170 -0.8119 0.2822
C: -1.7449 0.6192 0.4398
C: -0.9702 -0.0045 -0.6924
H: -3.3363 1.1337 1.4116
H: 0.9070 -0.0279 -1.6097
H: -1.5099 0.6860 -1.4861
H: 2.1994 -0.2581 0.5800
H: 1.2206 2.5304 1.2688
H: 1.8226 -2.3034 -1.4495
N: 0.5489 0.1633 -0.6058

***

Model 2:
C4H13N2O2 | ωB97M-V/def2-TZVPD

Values from the calculation:
Net charge: +1
HOMO level: -0.50927 hartree
Gap between HOMO and LUMO: 10.6 eV

Positions of all 21 atoms, in Å:
H: -2.8591 -0.3392 0.4728
O: 0.8654 0.8791 -1.1412
C: -0.0159 0.3352 -0.4996
H: -1.2512 1.8571 -0.1397
N: 0.8200 -1.5919 -1.6223
H: 0.7066 2.6687 0.8258
H: -2.6601 1.0831 1.3174
O: 0.4836 2.0473 1.5325
H: 0.3056 -1.4537 1.7593
H: 0.7480 -2.5912 -1.7925
H: 1.0048 2.3852 2.2705
H: 1.7550 -1.2222 0.8109
N: -1.1717 0.8542 -0.0759
C: -2.0617 0.2651 0.9122
C: 0.7769 -1.7106 0.8197
C: -0.0021 -1.2237 -0.4086
H: 0.4775 -1.0565 -2.4211
H: -1.5304 -0.1516 1.7623
H: -1.0337 -1.5368 -0.4672
H: 0.8961 -2.7899 0.6969
H: 1.7379 -1.1456 -1.5010

***

Which structure is the least stable? The one labeled model 1.

***

Model 1:
C4H13N2O2 | ωB97M-V/def2-TZVPD

Values from the calculation:
Net charge: +1
HOMO level: -0.54126 hartree
Gap between HOMO and LUMO: 11.6 eV

Positions of all 21 atoms, in Å:
C: -1.0939 0.6901 -1.0697
H: -0.9712 0.3771 1.0503
C: 0.4320 -1.0088 0.1820
H: -2.6961 -1.0393 0.8801
N: -0.1122 1.4944 -1.4615
H: -0.3283 -2.3672 1.7148
H: 0.8385 1.5075 -1.1329
H: 0.9313 -1.1834 2.2734
N: -2.0725 -1.1473 0.0790
H: 0.4790 -1.5491 -0.7556
H: 2.7145 3.8821 0.0862
H: -2.5468 -0.8004 -0.8016
O: 2.8017 2.9326 0.2602
C: -0.8887 -0.2150 0.1341
O: -2.1419 0.5671 -1.7043
H: -1.7297 -2.1039 0.0639
C: 0.5725 -1.8103 1.4674
H: -0.2858 1.9670 -2.3367
H: 3.5375 2.6855 -0.3144
H: 1.2382 -0.2823 0.0557
H: 1.3218 -2.5964 1.3295

***

Model 2:
C4H13N2O2 | ωB97M-V/def2-TZVPD

Values from the calculation:
Net charge: +1
HOMO level: -0.48298 hartree
Gap between HOMO and LUMO: 10.1 eV

Positions of all 21 atoms, in Å:
H: -1.8971 1.6343 -0.6281
H: -0.9230 0.7322 2.0332
H: -2.6737 0.5931 0.4673
C: 0.4289 0.2416 -1.2164
H: 0.9658 -3.0414 1.7512
H: 0.2736 1.2693 -1.5391
H: 1.9804 -1.9930 2.1552
H: 1.9929 -0.7713 -0.1644
C: 1.3870 0.1198 -0.0433
O: 1.2242 -2.1330 1.5660
N: -1.0038 1.4691 1.3394
H: -0.0355 1.7383 1.1242
C: -0.9272 -0.2558 -0.5660
C: -1.6764 0.8812 0.1271
H: -1.4952 2.2767 1.7119
O: 1.5148 0.9545 0.8191
N: 0.7556 -0.7234 -2.2471
H: -0.7280 -1.1501 0.0160
H: -1.5983 -0.4137 -1.4049
H: 0.7559 -0.3011 -3.1640
H: 1.6792 -1.1275 -2.1370

***

Which structure is the least stable? The one labeled model 2.

***

Model 1:
C5H10NO | ωB97M-V/def2-TZVPD

Values from the calculation:
Net charge: +1
HOMO level: -0.49017 hartree
Gap between HOMO and LUMO: 5.4 eV

Positions of all 17 atoms, in Å:
C: 1.1374 0.7696 -0.0502
H: 1.3868 0.9550 2.4746
C: 0.2428 0.2996 0.8058
H: -1.0638 0.5749 -1.3286
H: -0.9289 -1.8504 -2.9582
C: -0.5642 -1.6774 -1.8504
H: -1.7738 0.4357 0.7678
N: 0.4910 0.3589 2.4325
H: 3.3583 2.0577 -0.2548
H: -0.1190 1.1859 2.6045
H: -0.9442 -1.4188 1.0454
O: 0.3604 -2.4306 -1.5008
C: -1.0415 -0.4330 0.4588
C: -1.2870 -0.4853 -1.0736
H: 1.0158 1.8566 -0.2658
H: -2.3538 -0.4943 -1.3367
H: 2.0837 0.2958 0.0297

***

Model 2:
C5H10NO | ωB97M-V/def2-TZVPD

Values from the calculation:
Net charge: +1
HOMO level: -0.49203 hartree
Gap between HOMO and LUMO: 4.8 eV

Positions of all 17 atoms, in Å:
H: 0.6626 1.0328 -2.7702
H: -0.0835 -1.4968 2.0923
C: -0.3505 0.2944 -0.8931
H: -0.2102 -0.2930 -4.5588
H: 0.9840 1.0285 2.2711
H: -0.5089 -1.8677 -0.3347
C: 0.8585 0.0347 1.5691
H: 0.1446 -0.9510 -2.6881
H: -0.6493 2.2989 -0.9136
C: -0.4754 -0.6481 1.5223
C: 0.1825 0.1755 -2.2376
H: -2.0449 1.3208 -0.5670
H: -1.2703 -0.0340 1.8840
C: -0.7553 -0.8990 0.0703
N: -1.0104 1.4540 -0.5850
H: -1.8001 -1.2575 0.2576
O: 1.8863 -0.4630 1.1546

***

Which structure is the least stable? The one labeled model 1.